Formula: C3H11O2S
Source: OMol25
Level of theory: ωB97M-V/def2-TZVPD

The geometry in XYZ format:
```
17
Properties=species:S:1:pos:R:3:nbo_charge:R:1
S 2.64 0.25 -0.21 -0.69
O 2.86 3.09 1.16 -0.99
O -5.43 0.84 0.76 -0.93
C 0.01 -0.77 -0.37 -0.39
C 1.12 -0.27 0.59 -0.54
C 0.44 -1.82 -1.44 -0.63
H 1.41 -1.51 -1.84 0.24
H 0.67 0.37 1.35 0.17
H 3.62 2.54 1.30 0.47
H 2.26 2.37 0.90 0.49
H 1.29 -1.25 1.11 0.16
H -0.87 -1.15 0.19 0.16
H -0.26 -1.78 -2.28 0.18
H -4.52 1.13 0.82 0.47
H -5.38 0.65 -0.18 0.46
H 0.50 -2.76 -0.89 0.18
H -0.37 0.07 -0.98 0.17
```

Calculated values
Total energy = -669.586412 a.u.
Charge = -1
Energy above the lowest of the compared OMol25 structures with the same formula, charge and spin = 21.65 kcal per mole
Highest occupied orbital energy = -2.75 eV
Frontier orbital gap = 5.63 eV
LUMO = 2.880 eV